{"formula": "C19H28ClN5O", "method": "wB97M-V/def2-TZVPD", "elements": ["C", "C", "C", "N", "C", "C", "C", "C", "C", "N", "C", "O", "N", "C", "H", "C", "C", "C", "N", "C", "C", "H", "H", "H", "H", "C", "H", "C", "C", "H", "H", "H", "C", "H", "H", "H", "H", "H", "H", "H", "H", "H", "H", "H", "H", "H", "Cl", "N", "H", "H", "H", "H", "H", "H"], "xyz": [[2.821, -0.338, 2.040], [2.408, 0.939, 1.715], [2.518, 1.988, 2.625], [1.961, 3.170, 1.846], [1.851, 4.511, 2.034], [1.118, 5.432, 1.274], [0.616, 5.031, 0.034], [1.095, 3.540, -0.306], [1.695, 2.723, 0.655], [1.867, 1.397, 0.525], [0.559, 3.080, -1.424], [0.007, 3.847, -2.291], [0.922, 1.840, -2.132], [0.401, 1.090, -3.002], [-0.068, 1.821, -3.726], [-0.520, -0.004, -2.705], [0.291, -1.138, -2.134], [-0.565, -2.299, -1.683], [-1.549, -2.109, -0.782], [-2.512, -0.958, -1.444], [-1.525, 0.276, -1.891], [-2.333, 1.093, -2.206], [-1.284, 0.682, -0.809], [-3.390, -0.646, -0.767], [-2.575, -1.533, -2.401], [-2.384, -3.186, -0.355], [-3.367, -2.662, -0.133], [-1.575, -3.953, 0.895], [-2.564, -3.788, 2.067], [-2.790, -2.893, 2.362], [-1.872, -4.472, 2.917], [-3.298, -4.416, 1.803], [-1.294, -5.320, 0.381], [-0.723, -5.729, 1.011], [-0.683, -5.230, -0.612], [-2.171, -5.952, 0.339], [-0.569, -3.378, 0.927], [-2.857, -3.733, -1.066], [0.101, -3.109, -1.083], [-0.860, -2.743, -2.436], [1.049, -1.507, -2.635], [0.623, -0.595, -0.880], [-0.789, -0.427, -3.685], [1.233, 0.917, -3.802], [1.484, 1.364, -1.149], [0.237, 5.402, -0.736], [0.808, 6.973, 1.648], [2.107, 4.881, 3.320], [2.409, 4.194, 4.252], [1.922, 5.978, 3.841], [2.974, 2.211, 3.594], [3.698, -0.656, 1.289], [2.117, -1.212, 1.929], [3.223, -0.397, 2.954]], "homo_ev": -7.723, "charge": 0, "total_energy_ev": -42163.0153, "gap_ev": 7.08}